Formula: C9H24Cu4O11
Source: the OMol25 dataset
Level of theory: wB97M-V/def2-TZVPD

Positions of all 48 atoms, in Å:
Cu1 -4.018 1.258 -1.797
Cu2 0.751 -2.491 -2.589
Cu3 -2.974 -1.949 -0.453
Cu4 -2.030 -0.066 -4.092
C1 -0.910 -0.275 -1.627
O1 -1.963 0.480 -1.475
O2 -0.731 -1.240 -0.809
O3 -0.231 -0.267 -2.746
C2 2.157 -2.510 0.827
C3 2.387 -3.754 -0.025
O4 1.342 -4.088 -0.947
O5 2.126 -1.335 0.037
H1 2.903 -2.388 1.609
H2 1.209 -2.581 1.382
H3 2.488 -4.576 0.689
H4 3.299 -3.598 -0.598
H5 0.559 -4.003 -0.380
H6 1.284 -1.197 -0.403
C4 3.585 2.208 -3.970
C5 2.250 1.778 -3.415
O6 2.213 0.925 -2.296
O7 4.350 2.902 -2.928
H7 3.501 2.851 -4.839
H8 4.245 1.345 -4.107
H9 1.776 1.274 -4.274
H10 1.671 2.692 -3.236
H11 1.329 0.551 -2.239
H12 4.688 2.159 -2.420
C6 0.199 2.546 1.724
C7 -0.119 1.449 2.704
O8 0.095 0.125 2.284
O9 -0.759 2.601 0.675
H13 1.213 2.445 1.318
H14 0.181 3.531 2.190
H15 -1.167 1.626 2.973
H16 0.528 1.677 3.552
H17 -0.399 -0.165 1.513
H18 -0.679 1.879 0.050
C8 -3.836 0.613 3.184
C9 -3.181 -0.259 2.154
O10 -4.019 -1.303 1.606
O11 -4.234 -0.190 4.314
H19 -4.690 1.185 2.831
H20 -3.070 1.281 3.586
H21 -2.280 -0.715 2.575
H22 -2.916 0.333 1.272
H23 -4.499 -1.823 2.265
H24 -3.626 -0.937 4.351

Properties
Total energy: -7746.07148 Ha
E_HOMO: -13.77 eV
Molecular weight: 562.464 u
2S+1: 1
Charge: +2
Strongest force on any atom: 3.30 eV Å⁻¹
Relative energy (zero: lowest compared OMol25 entry of this formula, charge and spin): 48.2 kcal per mole
HOMO-LUMO gap: 4.089 eV